1.
55
Properties=species:S:1:pos:R:3 method="wB97M-V/def2-TZVPD" molar_mass_da=435.4 relative_energy_kcal_mol=7.6 max_force_ev_per_a=0.54 lumo_energy_ev=0.581 multiplicity=1 gap_ha=0.353 smiles="COc1ccnc(CN(C)C(=O)[C@@H]2CCC(=O)N(Cc3cccc(C(F)(F)F)c3)C2)c1"
C -1.28 -1.20 2.21
C -1.80 -0.86 0.82
H -0.12 1.45 -2.99
C -3.74 4.41 -2.19
C 4.47 -1.52 0.56
H -1.26 -2.28 2.36
H -2.59 -1.55 -2.81
C -1.17 1.19 -3.10
H -3.12 6.93 -1.03
H -4.46 5.20 -2.01
O 0.47 0.08 3.29
C -1.68 3.27 -1.79
H -1.92 -0.76 2.98
H -3.23 -0.69 -1.39
C -2.05 2.36 -2.77
C 4.12 -3.63 2.30
C -2.71 -0.57 -2.34
H -4.93 3.47 -3.70
H -2.43 6.81 0.60
H 1.22 -1.97 -0.44
C 2.28 -0.49 1.27
H -3.33 0.06 -2.98
O -2.13 5.18 -0.52
F 2.63 -5.18 3.28
H 4.60 -0.70 -0.13
C -4.01 3.44 -3.14
H 0.28 -2.90 0.74
H -3.93 5.93 0.21
H -0.75 3.17 -1.26
C 5.26 -3.58 1.50
N 0.94 -1.02 1.37
O 0.57 0.35 -1.20
C 3.17 -2.63 2.23
C 0.12 -0.64 2.37
C 5.43 -2.51 0.64
F 4.22 -4.43 4.52
H 6.31 -2.46 0.02
H -2.79 -1.30 0.70
C -0.50 -0.23 -1.25
C 3.33 -1.57 1.36
C -2.96 6.27 -0.18
C 0.46 -1.90 0.33
H 2.30 -2.68 2.87
F 4.65 -5.85 2.96
H 2.40 0.20 2.11
C -0.85 -1.36 -0.29
H -1.37 0.85 -4.12
H -1.90 0.23 0.75
N -1.44 0.09 -2.17
C -2.54 4.32 -1.48
H 6.00 -4.36 1.56
C 3.92 -4.77 3.26
N -3.20 2.44 -3.43
H 2.37 0.07 0.33
H -1.31 -2.18 -0.85



2.
63
Properties=species:S:1:pos:R:3 method="wB97M-V/def2-TZVPD" molar_mass_da=753.8 total_charge=+3 relative_energy_kcal_mol=0.0 max_force_ev_per_a=0.63 lumo_energy_ev=-10.823 multiplicity=1 gap_ha=0.192
Cl -5.32 -0.97 3.45
C -1.73 -0.37 6.16
H -4.41 -2.55 -1.38
C -0.05 2.58 1.28
H 3.24 3.25 3.12
C -4.09 -0.90 5.87
H 5.86 -2.21 -2.78
C -2.76 -0.37 3.96
C -1.62 -1.03 -0.14
H -1.16 -3.17 -4.73
H -2.61 3.86 0.82
C 1.29 -0.24 -0.36
C 2.31 3.06 2.60
H -3.71 -1.17 0.52
H 0.50 -3.81 -4.55
O -0.13 -2.71 -2.97
N 0.67 -1.17 -1.08
O 1.66 0.90 -3.08
Cl -0.15 0.19 3.98
C -1.10 -2.33 -2.13
Cl -3.13 -0.91 8.37
C 0.94 1.58 1.28
C 3.44 -0.30 -4.22
C 3.20 -0.35 -1.84
H 1.48 4.99 3.05
N 2.52 0.11 -0.66
C -2.17 3.24 0.04
H 1.21 -1.60 -1.83
O -2.54 -0.21 2.62
C -2.44 -2.68 -2.23
H 2.07 2.07 -4.76
H -5.04 -1.17 6.30
C -2.98 -0.71 6.68
C -1.66 -0.21 4.80
C -0.69 -1.49 -1.09
O -1.30 2.22 0.69
H -0.87 -0.24 6.80
C 1.32 4.04 2.56
C -3.38 -2.24 -1.29
C 2.11 1.83 2.00
H 2.98 0.80 -0.08
C 4.55 -1.13 -4.10
C 4.31 -1.18 -1.72
H 3.14 0.04 -5.20
H 4.63 -1.51 -0.74
C 4.99 -1.57 -2.86
Ta -1.27 0.27 1.35
H -0.67 4.54 1.93
H 2.86 1.06 2.09
H 5.08 -1.42 -4.99
C -2.98 -1.45 -0.24
H 0.95 0.70 -5.03
H 0.42 2.13 -4.11
C -3.98 -0.74 4.49
H -1.53 3.81 -0.63
H -2.92 2.68 -0.50
H -0.83 -4.56 -3.63
N 0.60 0.32 0.69
C 2.75 0.11 -3.09
C 1.26 1.48 -4.33
H -2.77 -3.33 -3.03
C 0.11 3.79 1.94
C -0.44 -3.63 -4.04



3.
16
Properties=species:S:1:pos:R:3 method="wB97M-V/def2-TZVPD" molar_mass_da=86.1 relative_energy_kcal_mol=12.3 max_force_ev_per_a=1.56 lumo_energy_ev=1.134 multiplicity=1 gap_ha=0.459
H 1.93 -1.30 -0.58
H 1.86 0.11 -1.65
C -0.13 -0.53 1.14
H -1.16 -0.37 1.47
H -1.33 1.54 -0.31
H -0.42 -0.65 -1.01
H 0.27 2.05 0.26
C -0.25 1.42 -0.47
H -0.01 1.79 -1.47
O -2.54 -1.48 -0.32
C 0.16 -0.04 -0.29
C 1.64 -0.24 -0.63
C -2.87 -1.06 0.68
H 2.29 0.31 0.06
H 0.09 -1.60 1.24
H 0.46 0.03 1.87



4.
38
Properties=species:S:1:pos:R:3 method="wB97M-V/def2-TZVPD" molar_mass_da=466.1 total_charge=-1 max_force_ev_per_a=3.33 lumo_energy_ev="2.201 / 2.201" multiplicity=1 gap_ha="0.117 / 0.117"
H 0.41 -2.25 1.84
C 0.37 0.44 -3.01
C 0.02 0.62 -1.55
Cl 1.28 -2.64 -1.57
P 0.97 1.21 2.52
C -1.14 0.32 -1.06
C 1.33 -1.70 2.09
C 3.99 -1.71 0.41
H -2.86 -0.41 -3.97
H 1.12 1.17 -3.33
H -0.70 -1.24 4.31
Lu 2.27 -0.74 -0.39
H 0.79 1.14 -0.95
H -1.70 0.24 4.35
C -0.88 0.48 -3.90
Cl 3.49 1.20 -1.23
O -0.32 1.85 1.70
H 0.84 -0.56 -3.15
O 1.28 -0.38 1.51
H -1.70 3.35 1.68
H 4.11 -2.60 1.05
C -1.37 2.57 2.37
H 4.97 -1.38 0.02
H -1.31 0.36 0.02
H -2.96 -0.78 -1.42
H -1.58 -1.47 -3.32
H -0.62 0.20 -4.93
C -0.94 -0.30 3.78
H -1.25 1.52 -3.92
O 0.27 0.50 3.79
H -1.32 -0.53 2.77
H -2.98 0.88 -2.00
C -2.34 -0.01 -1.90
H 2.21 -2.23 1.67
H -1.03 3.04 3.31
C -1.96 -0.44 -3.33
H -2.21 1.90 2.58
H 1.45 -1.63 3.18



5.
17
Properties=species:S:1:pos:R:3 method="wB97M-V/def2-TZVPD" molar_mass_da=151.3 relative_energy_kcal_mol=22.7 max_force_ev_per_a=1.30 lumo_energy_ev=0.763 multiplicity=1 gap_ha=0.356 smiles="CSSC[C@@H](N)C=O"
H 0.11 0.75 0.53
C -1.61 -0.33 -0.24
S 0.92 -0.51 -1.29
H 0.15 -0.90 0.98
H -1.75 -0.87 -1.18
C -2.20 1.07 -0.40
H -3.27 -1.29 0.48
H 3.18 1.22 -0.79
H 3.04 0.86 0.93
H 4.50 0.32 0.12
N -2.37 -0.98 0.84
C 3.44 0.51 -0.02
H -3.21 1.26 -0.01
H -1.88 -1.79 1.21
S 2.68 -1.09 -0.45
C -0.15 -0.23 0.16
O -1.58 1.98 -0.88



6.
93
Properties=species:S:1:pos:R:3 method="wB97M-V/def2-TZVPD" molar_mass_da=656.9 total_charge=+1 relative_energy_kcal_mol=0.0 max_force_ev_per_a=1.93 lumo_energy_ev=-5.949 multiplicity=1 gap_ha=0.106
C -1.63 -1.16 -0.49
H -0.65 6.14 -1.72
H -1.61 6.68 0.56
C 3.96 -0.47 0.21
C -1.13 -1.48 -1.75
C 4.87 -1.21 -0.56
C -3.28 -3.09 -0.73
H 7.16 3.17 0.98
H 5.34 -3.14 -1.42
H -2.23 -1.66 2.24
H 1.56 4.42 2.44
C 2.51 -2.41 0.37
C -4.91 -4.10 -2.20
C -2.44 -4.19 -0.92
N -0.98 -3.13 1.48
C 6.12 3.03 1.28
H -0.50 5.81 2.60
C 2.78 3.73 -1.57
C -4.50 -3.03 -1.40
H -2.66 -5.69 2.44
H 5.35 3.85 -0.56
C 2.69 3.63 -0.12
C 1.57 4.89 -3.37
C 3.46 -3.16 -0.39
C 3.75 3.21 0.77
H 6.61 2.22 3.22
H -1.43 -4.17 -0.50
H -1.54 0.25 1.15
H 5.77 -0.73 -0.93
H -5.14 -2.15 -1.32
H 0.23 -1.42 1.72
C -3.98 -0.99 0.47
C 1.27 -3.04 0.73
H -0.66 -5.22 1.36
C 0.43 0.36 -1.63
C -2.80 -1.93 0.17
H -6.95 -1.04 2.15
H 0.31 -1.03 -3.28
C 2.55 4.46 -4.27
C 4.47 2.35 2.92
H -4.44 -6.07 -2.94
H -1.55 -2.31 -2.33
C -5.13 1.15 0.26
C -6.17 0.68 1.07
H -5.13 2.17 -0.12
C -0.10 5.55 1.62
H -2.23 -6.17 -1.73
C 1.50 4.35 0.29
C 1.67 4.51 -2.04
H 2.49 4.75 -5.31
C -3.20 -3.59 2.17
H 2.13 -0.54 1.38
H -2.23 -4.64 3.81
C -2.29 -4.69 2.71
C -0.09 0.71 -0.38
H 4.15 0.58 0.43
H 4.39 3.36 -4.54
H 3.23 -4.20 -0.61
H -7.01 1.33 1.32
H 0.74 5.54 -3.67
H -3.88 -4.02 1.43
C -5.06 -1.46 1.23
H -3.31 0.66 -0.78
H -3.79 -3.13 2.97
H -0.12 -4.50 2.88
C 5.11 3.39 0.40
C -0.08 -0.74 -2.31
C -0.91 -4.46 2.11
H 4.23 1.96 3.91
C -4.07 0.30 -0.08
C -1.12 -0.05 0.18
C 1.04 4.74 1.54
H 0.29 1.58 0.16
C 0.86 4.88 -0.89
C 5.81 2.50 2.54
C 3.45 2.70 2.05
H 1.25 0.95 -2.06
C -0.73 6.03 0.47
H 2.41 2.57 2.34
H -5.86 -4.02 -2.73
C -0.23 5.73 -0.80
C -6.14 -0.63 1.55
C 4.62 -2.56 -0.84
H 4.59 2.69 -2.14
H -5.10 -2.50 1.55
C -2.30 -2.51 1.54
C 0.19 -2.45 1.33
C -4.11 -5.23 -2.32
C 3.63 3.68 -3.82
C 2.81 -1.08 0.72
C -2.87 -5.29 -1.66
H 1.16 -4.09 0.46
C 3.76 3.31 -2.48



7.
133
Properties=species:S:1:pos:R:3 method="wB97M-V/def2-TZVPD" molar_mass_da=1043.1 max_force_ev_per_a=2.99 lumo_energy_ev=-0.176 multiplicity=1 gap_ha=0.314
H -8.13 6.42 0.46
C -0.45 6.09 -2.58
H -4.53 9.91 0.87
C 0.21 -0.23 0.20
H -3.61 9.80 -0.64
C 0.61 -7.64 -0.07
H 6.45 6.37 1.51
C -5.05 -5.81 3.44
H 0.00 -10.33 7.48
H 2.20 -3.51 0.63
O 2.16 -4.67 -1.60
H 0.56 -7.45 -1.14
O 1.45 -8.41 4.07
N 0.71 0.41 2.51
C 1.65 -2.59 0.53
H 1.70 3.88 -4.79
O 6.27 8.82 2.79
H 2.10 -10.62 8.76
O 0.81 -9.32 5.92
H 0.28 4.95 -4.66
H 6.16 12.50 1.30
C 0.19 1.11 -7.22
C 0.08 1.80 -3.47
H -1.45 -7.17 0.36
H -0.19 -4.04 -3.52
H 5.80 6.36 3.17
H 2.02 -1.90 2.52
C 5.24 8.67 2.18
H -1.75 -2.28 0.82
O 2.49 5.53 -3.02
F -1.93 0.58 0.04
H -0.90 2.75 -5.73
C 1.55 -1.69 1.58
H 3.03 -9.92 7.43
H 1.13 -11.28 6.53
C 0.63 3.93 -4.68
H 0.02 0.33 -6.48
S -1.72 0.29 3.79
H 3.05 -4.37 -1.83
C 5.93 11.45 1.11
H -1.16 -8.88 0.01
H 5.60 11.35 0.07
H 1.05 3.38 -8.47
H 2.53 -11.68 -1.92
H -8.40 4.77 1.02
O 2.59 -10.20 4.85
C 1.77 2.93 -7.79
H 1.60 -12.42 -0.59
S -0.43 -0.68 -2.39
H 1.90 -8.91 8.32
H -5.97 4.43 1.33
C -6.37 5.44 1.25
H 6.84 10.87 1.23
H -6.48 5.84 2.26
C -0.36 0.40 3.07
H 0.98 -6.73 0.41
C 1.01 2.28 -6.64
C -2.63 -2.35 1.46
H 0.68 0.65 -8.07
C -0.26 1.69 -1.08
H -0.80 1.44 -7.55
O 0.76 -9.92 -1.47
C 2.38 -8.32 2.98
C 0.23 3.81 -2.15
O 1.58 -8.66 0.22
C -7.70 5.43 0.51
O -5.38 6.19 0.53
C 1.07 -2.32 -0.71
P 1.25 -3.44 -2.09
H 1.51 -2.68 -4.12
C 0.96 -10.30 6.96
O -4.03 -5.34 2.54
C -4.52 9.49 -0.13
C 1.52 -9.73 -0.56
O -4.50 8.06 -0.10
H -3.47 -1.87 0.96
C -6.44 -5.61 2.86
C -5.47 7.52 0.64
H -4.85 -6.87 3.57
C -1.90 5.90 -2.19
O -0.17 -3.99 -2.56
N 2.01 -2.71 -3.24
H -0.13 4.08 -6.65
H -7.18 -6.06 3.51
C 0.83 -0.52 1.43
C 5.54 6.37 2.11
H -6.51 -6.07 1.87
O 4.73 7.50 1.79
C 1.85 5.63 -2.03
H -2.35 5.04 -2.67
H 3.96 11.59 1.95
C -3.85 -4.02 2.52
H -4.94 -5.32 4.41
H -2.40 6.82 -2.44
O -2.90 -3.75 1.63
C 1.71 -9.39 4.94
C 2.06 -9.92 7.92
H 5.18 11.04 3.10
H 3.44 5.91 -0.62
C 0.04 3.26 -5.95
O 2.46 -10.59 -0.14
H 1.98 -7.59 2.30
C -0.75 -7.99 0.50
H -2.43 -1.87 2.41
N 0.46 5.22 -1.91
H 2.46 3.69 -7.41
O -4.43 -3.21 3.20
O -6.28 8.12 1.29
H 3.34 -7.97 3.35
H -1.93 5.82 -1.11
C 2.42 6.23 -0.77
H -6.66 -4.55 2.75
H -0.67 -8.21 1.57
C -0.19 1.07 -2.32
H -7.56 5.07 -0.51
N -0.53 0.97 0.11
H 4.95 5.49 1.88
H 2.48 -9.27 2.48
H 1.70 1.84 -5.92
H 1.84 5.85 0.06
O 4.43 9.64 1.75
C 0.29 3.18 -3.40
C 2.48 -11.83 -0.84
O -0.11 6.94 -3.34
H 0.13 1.26 -4.40
C 0.34 -1.13 -0.87
C 4.85 10.98 2.06
C -0.04 3.06 -1.01
H -5.38 9.84 -0.69
H 2.35 2.19 -8.34
H -0.07 3.54 -0.05
H 2.30 7.31 -0.75
H 3.37 -12.36 -0.51



8.
24
Properties=species:S:1:pos:R:3 method="wB97M-V/def2-TZVPD" molar_mass_da=259.4 max_force_ev_per_a=3.84 lumo_energy_ev=-0.120 multiplicity=1 gap_ha=0.352 smiles="CC(C)(CSC#N)C(=O)SC#N.N=C=S"
C 3.01 2.04 0.04
C -3.45 1.79 -0.56
H -2.54 -0.33 1.45
H -1.02 1.60 0.07
S 1.75 2.72 0.56
C 3.14 -1.70 -0.17
H -1.29 -1.36 2.15
N -4.02 2.33 0.27
H -2.13 -1.82 -0.75
H -0.72 -1.84 -1.51
N 3.77 1.31 -0.55
N 4.11 -2.12 0.26
C -1.48 -0.40 1.50
S 1.70 -1.29 -0.96
S -2.47 0.95 -1.63
O 1.43 -0.02 1.24
H -0.06 0.98 -1.24
C -0.77 -0.54 0.19
C -0.96 0.78 -0.61
C 0.73 -0.46 0.37
C -1.10 -1.82 -0.58
H 4.26 1.49 -1.40
H -0.80 -2.75 -0.09
H -1.11 0.46 1.93